Entry 1:
C4H5N3 | ωB97M-V/def2-TZVPD

M ... 95.105 g/mol
HOMO ... -9.18 eV
Gap between HOMO and LUMO ... 8.630 eV
E_tot ... -319.5027 hartree
Net charge ... 0

Positions of all 12 atoms, in Å:
C1 -2.19891 -0.62746 -0.54799
C2 -1.99403 0.30661 0.47310
C3 2.38843 0.74029 0.33349
C4 2.02382 -0.34027 -0.23515
N1 -0.99739 -1.07813 -0.87161
N2 -0.64047 0.50832 0.60775
N3 -0.15588 -0.30529 -0.26532
H1 -2.97204 -1.12672 -0.96238
H2 -2.81012 0.55387 1.16539
H3 3.33310 1.13819 0.42830
H4 1.63071 1.47468 0.63916
H5 2.39277 -1.24409 -0.76472

Mulliken atomic charge list, values in e, 5 entries: -0.250 -0.267 -0.523 0.045 -0.758

***

Entry 2:
C3H7NO | ωB97M-V/def2-TZVPD

M ... 73.095 g/mol
HOMO ... -9.61 eV
Gap between HOMO and LUMO ... 10.550 eV
SMILES ... OC[C@@H]1CN1
E_tot ... -248.4404 hartree
Net charge ... 0

Positions of all 12 atoms, in Å:
O1 -2.13213 0.40824 -0.11233
C1 -1.04572 -0.47901 -0.33113
C2 0.24028 -0.18652 0.37983
C3 1.12507 0.85269 -0.14329
N1 1.42683 -0.52879 -0.34986
H1 -2.54066 0.11517 0.74230
H2 -0.77276 -0.29072 -1.35721
H3 -1.34232 -1.52056 -0.13414
H4 0.23651 -0.31515 1.49456
H5 1.73693 1.40380 0.52491
H6 0.90761 1.45840 -1.00104
H7 2.16036 -0.91754 0.28742

Mulliken atomic charge list, values in e, 5 entries: -0.502 -0.753 0.380 -0.527 -0.578

***

Entry 3:
C21H30BN10S2Ti | ωB97M-V/def2-TZVPD

M ... 545.354 g/mol
HOMO (spin up / spin down) ... -8.66 / -11.32 eV
Gap between HOMO and LUMO (spin up / spin down) ... 6.170 / 8.837 eV
⟨S²⟩ ... 2.007
Spin multiplicity ... 3
E_tot ... -3036.4768 hartree
Net charge ... +1

Positions of all 65 atoms, in Å:
Ti1 0.05697 -0.01580 -0.21878
C1 -4.47717 -0.70585 1.96820
C2 -3.72334 0.01019 1.02918
N1 -2.50026 -0.49951 0.89286
N2 -2.45062 -1.54897 1.73942
C3 -3.62000 -1.69990 2.38910
B1 -1.16365 -2.39759 1.81134
N3 -0.81921 -2.84839 0.36120
C4 -0.87711 -4.09038 -0.13838
C5 -0.77000 -4.01943 -1.51432
C6 -0.66459 -2.65388 -1.77434
N4 -0.69342 -1.93970 -0.64666
N5 -0.01042 -1.53548 2.41663
C7 0.51753 -1.63912 3.64694
C8 1.42219 -0.61286 3.82682
C9 1.36781 0.10104 2.62901
N6 0.50593 -0.45476 1.76773
H1 -5.49365 -0.53075 2.28122
H2 -4.03194 0.87068 0.44872
H3 -3.75534 -2.49762 3.10396
H4 -1.32751 -3.36955 2.50471
H5 -1.00951 -4.93887 0.51540
H6 -0.78390 -4.83294 -2.22076
H7 -0.56815 -2.15658 -2.72690
H8 0.20958 -2.43346 4.30880
H9 2.02344 -0.40712 4.69711
H10 1.91359 0.98790 2.34594
N7 -1.13145 1.86482 0.38752
C10 -1.21671 3.34547 0.33403
C11 0.08013 3.99754 -0.10861
C12 1.20782 3.77174 0.91355
C13 2.39832 3.02354 0.35189
N8 2.02958 1.70981 -0.23515
H11 -1.90363 1.46615 -0.13519
H12 -1.29707 1.54396 1.33578
H13 -1.47205 3.71476 1.32784
H14 -2.03625 3.63968 -0.32050
H15 -0.10213 5.06463 -0.25177
H16 0.36108 3.59640 -1.09033
H17 0.81774 3.22197 1.77576
H18 1.57003 4.72802 1.29586
H19 3.12878 2.85019 1.14274
H20 2.89435 3.64249 -0.39784
H21 2.81233 1.07598 -0.12335
H22 1.93423 1.82947 -1.23825
C14 2.77034 -2.54882 0.80432
C15 2.71717 -1.92414 -0.54926
N9 1.85938 -1.02867 -0.94292
C16 2.07059 -0.66964 -2.27057
C17 3.11262 -1.28797 -2.86538
S1 3.84747 -2.34036 -1.75332
C18 1.08605 0.20916 -2.93446
C19 1.14677 0.65992 -4.20459
S2 -0.29957 1.46031 -4.60305
C20 -0.92937 1.14875 -3.04724
N10 -0.09882 0.52300 -2.25584
C21 -2.32774 1.51987 -2.67710
H23 1.76714 -2.67681 1.19976
H24 3.32979 -1.91684 1.49508
H25 3.25841 -3.52107 0.75764
H26 3.46501 -1.20054 -3.88209
H27 1.94456 0.54126 -4.92174
H28 -2.96680 1.55620 -3.55838
H29 -2.37097 2.50020 -2.20051
H30 -2.73438 0.76826 -1.99848

Mulliken atomic charge list, values in e, 5 entries: -0.221 -1.194 -0.080 0.236 -0.302

***

Entry 4:
C41H59BN2O25S2 | ωB97M-V/def2-TZVPD

M ... 1054.858 g/mol
HOMO ... -8.39 eV
Gap between HOMO and LUMO ... 8.024 eV
E_tot ... -4409.6327 hartree
Net charge ... 0

Positions of all 130 atoms, in Å:
C1 -2.87536 1.07679 0.21508
O1 -2.13625 2.28946 0.17343
B1 -1.59912 2.69165 -1.02497
O2 -1.88864 3.93817 -1.49142
C2 -0.54528 1.79631 -1.76693
C3 -0.92412 0.68085 -2.55397
C4 -0.05773 -0.15861 -3.17640
C5 -0.62302 -1.33895 -3.94038
C6 0.29974 -2.50905 -4.23950
C7 0.68290 -3.19564 -2.93756
C8 1.76394 -4.27300 -3.08940
C9 3.13217 -3.81675 -2.61686
C10 3.27338 -3.49026 -1.10759
C11 2.16665 -3.98233 -0.19646
C12 2.45499 -3.67467 1.25508
O3 2.62357 -2.24761 1.36858
C13 2.84799 -1.71999 2.58606
C14 2.20365 -2.39130 3.76357
O4 3.50153 -0.72121 2.69345
C15 1.31727 0.15937 -2.98917
N1 2.37468 -0.50198 -3.48438
S1 3.68421 0.20501 -2.92154
N2 3.04374 1.37718 -2.07649
C16 1.71433 1.27018 -2.18067
C17 0.76303 2.12123 -1.56729
C18 1.07924 3.32470 -0.70302
C19 2.51396 3.62033 -0.29199
C20 2.93791 2.71795 0.87341
S2 4.71764 2.40388 0.94527
H1 -3.53014 1.10707 1.07578
H2 -3.48768 0.94438 -0.67313
H3 -2.21720 0.21643 0.30458
H4 -2.17497 4.50284 -0.76537
H5 -1.98118 0.47276 -2.64233
H6 -1.40277 -1.73252 -3.29182
H7 -1.12668 -0.98658 -4.83944
H8 -0.26133 -3.20708 -4.86052
H9 1.17787 -2.23770 -4.81450
H10 1.04065 -2.42943 -2.25205
H11 -0.19428 -3.66301 -2.51237
H12 1.85636 -4.52871 -4.14482
H13 1.45116 -5.19385 -2.60430
H14 3.88217 -4.55359 -2.89113
H15 3.38188 -2.91695 -3.17190
H16 3.41661 -2.42256 -0.98950
H17 4.19302 -3.95734 -0.75814
H18 2.02280 -5.05506 -0.29005
H19 1.21805 -3.50230 -0.41149
H20 3.34591 -4.18837 1.60739
H21 1.58975 -3.96353 1.84260
H22 1.18680 -2.69315 3.54216
H23 2.18329 -1.66563 4.56372
H24 2.76903 -3.26239 4.07368
H25 0.67713 4.19073 -1.22131
H26 0.50604 3.24422 0.22065
H27 3.21960 3.58200 -1.10871
H28 2.51511 4.64348 0.07489
H29 2.41472 1.77057 0.80080
H30 2.61035 3.18663 1.79429
H31 4.66391 1.07938 1.05714
C21 2.09508 1.44858 -6.43614
C22 3.02065 2.63391 -6.30399
O5 3.58483 2.72726 -7.61806
C23 2.72574 2.15390 -8.48901
O6 2.81420 2.20734 -9.67010
O7 1.73932 1.49230 -7.82817
H32 1.20444 1.52929 -5.81705
H33 2.59158 0.50006 -6.22176
H34 2.48753 3.55980 -6.08408
H35 3.80021 2.48686 -5.56114
C24 -1.66881 4.54672 2.46212
C25 -1.59327 5.15792 3.84115
O8 -0.17431 5.34926 3.99576
C26 0.39017 5.41617 2.77633
O9 1.52629 5.70735 2.56735
O10 -0.50180 5.08849 1.81567
H36 -2.57273 4.83080 1.92978
H37 -1.58504 3.46231 2.47805
H38 -2.09051 6.12740 3.90269
H39 -1.98201 4.50376 4.61187
C27 2.84804 2.57984 5.57189
C28 3.09585 1.92508 4.22397
O11 1.78220 1.46889 3.87533
C29 0.87747 2.22150 4.53343
O12 -0.29049 2.20937 4.30533
O13 1.47870 2.99086 5.46218
H40 3.48185 3.44058 5.76290
H41 2.93439 1.87360 6.39959
H42 3.43117 2.63692 3.46856
H43 3.78556 1.08712 4.26059
C30 -5.04494 3.36152 7.86510
C31 -4.03249 4.48347 7.72496
O14 -3.74306 4.45002 6.32195
C32 -4.78971 3.88070 5.67991
O15 -4.91423 3.86409 4.49800
O16 -5.65309 3.34465 6.56270
H44 -5.79123 3.53900 8.63263
H45 -4.57615 2.39484 8.04421
H46 -4.45085 5.45989 7.97374
H47 -3.12555 4.32594 8.30155
C33 -5.81344 -1.50071 10.70571
C34 -4.57668 -0.84444 10.11920
O17 -5.10436 0.38846 9.61376
C35 -6.23961 0.68098 10.29511
O18 -6.81773 1.71441 10.22850
O19 -6.61486 -0.36744 11.05754
H48 -5.61171 -2.10437 11.58552
H49 -6.35585 -2.09885 9.97249
H50 -3.82343 -0.61930 10.87537
H51 -4.12113 -1.41435 9.31476
C36 -2.74496 -7.36480 -4.02463
C37 -1.57975 -6.67462 -4.70653
O20 -1.34326 -5.55972 -3.82897
C38 -1.82229 -5.87090 -2.60495
O21 -1.63020 -5.23362 -1.61918
O22 -2.54937 -7.00678 -2.64936
H52 -2.73707 -8.44539 -4.13255
H53 -3.70965 -6.97509 -4.35223
H54 -0.68124 -7.29309 -4.73034
H55 -1.79679 -6.32370 -5.70661
C39 1.89732 -2.17420 -9.27959
C40 0.71991 -1.22626 -9.15742
O23 -0.39487 -2.11836 -9.31230
C41 0.00110 -3.35734 -8.97505
O24 -0.72900 -4.28831 -8.84863
O25 1.33801 -3.40914 -8.80964
H56 2.75114 -1.89014 -8.67131
H57 2.22053 -2.30953 -10.31231
H58 0.66173 -0.75723 -8.17696
H59 0.69958 -0.45598 -9.92190

Mulliken atomic charge list, values in e, 5 entries: -0.984 -0.300 0.628 -0.640 0.148

***

Entry 5:
C5H6O2Tl | ωB97M-V/def2-TZVPD

M ... 302.484 g/mol
HOMO ... -10.37 eV
Gap between HOMO and LUMO ... 5.749 eV
E_tot ... -516.6174 hartree
Net charge ... +1

Positions of all 14 atoms, in Å:
C1 1.67364 0.77867 0.04360
C2 0.49133 0.47436 -0.05687
C3 -0.97068 0.55188 -0.15428
C4 -1.63090 0.57866 1.20007
O1 -2.58896 1.27055 1.47074
Tl1 -3.50007 3.18142 0.62688
H1 2.64082 1.24824 0.10677
H2 -1.34662 -0.35510 -0.66127
H3 -1.29434 1.41584 -0.75045
H4 -1.21846 -0.11519 1.95903
C5 1.91566 -1.88369 -0.38801
O2 2.06066 -2.53358 -1.52029
H5 1.84921 -2.67083 0.39639
H6 1.91872 -1.94122 -2.27231

Mulliken atomic charge list, values in e, 5 entries: -0.056 -0.370 -0.325 0.249 -0.541

***

Entry 6:
C10H18ClN6S | ωB97M-V/def2-TZVPD

M ... 289.816 g/mol
HOMO ... -13.45 eV
Gap between HOMO and LUMO ... 8.927 eV
E_tot ... -1578.2971 hartree
Net charge ... +1

Positions of all 36 atoms, in Å:
S1 1.12032 -7.11270 1.40022
N1 1.10518 -5.42161 1.05167
N2 -0.14603 -4.81759 0.81236
C1 0.08189 -3.31404 0.57226
N3 1.58035 -2.94846 0.62538
C2 2.12417 -4.33345 0.93595
N4 3.46985 -4.49795 1.07882
Cl1 4.36513 -5.92583 1.39507
H1 1.49763 -7.81664 0.21661
H2 -1.09641 -5.28104 0.79143
H3 -0.77017 -2.53561 0.34974
H4 4.04994 -3.61325 0.95232
C3 -1.49371 2.43013 2.30030
C4 -0.55745 1.27833 1.95840
C5 -1.11910 0.34404 0.88749
C6 -2.30950 -0.38326 1.34909
N5 -3.25208 -0.95491 1.71061
H5 -2.42888 2.06957 2.73958
H6 -1.01944 3.09645 3.02793
H7 -1.73504 3.01820 1.40926
H8 -0.32978 0.71575 2.87129
H9 0.38928 1.69710 1.59605
H10 -0.34471 -0.38137 0.61172
H11 -1.35648 0.91310 -0.01863
C7 0.63727 3.53276 -3.73031
C8 -0.54998 3.05965 -2.90160
C9 -0.94994 4.04640 -1.80544
C10 0.08456 4.18149 -0.77071
N6 0.90231 4.29253 0.04469
H12 1.54211 3.61962 -3.12102
H13 0.84394 2.81763 -4.53295
H14 0.43432 4.50622 -4.18770
H15 -0.31788 2.08122 -2.46516
H16 -1.40568 2.91597 -3.57250
H17 -1.87691 3.69552 -1.33689
H18 -1.16906 5.02603 -2.24538

Mulliken atomic charge list, values in e, 5 entries: -0.083 0.025 -0.151 0.065 -0.379

***

Entry 7:
C6H12O | ωB97M-V/def2-TZVPD

M ... 100.161 g/mol
HOMO ... -8.57 eV
Gap between HOMO and LUMO ... 9.538 eV
E_tot ... -310.9156 hartree
Net charge ... 0

Positions of all 19 atoms, in Å:
C1 -2.06076 -1.51717 0.28427
C2 -0.66845 -1.31127 -0.30856
C3 0.00630 -0.01088 0.15832
C4 1.45359 0.08607 -0.35329
C5 2.19269 1.32758 0.14227
C6 -0.77681 1.16322 -0.34887
O1 -1.26274 1.98120 0.54409
H1 -2.50014 -2.45796 -0.06249
H2 -2.02368 -1.54805 1.37907
H3 -2.73995 -0.70520 0.00017
H4 -0.01949 -2.15282 -0.03459
H5 -0.72665 -1.30468 -1.40520
H6 -0.01008 0.05573 1.26134
H7 1.44439 0.07032 -1.45130
H8 1.98716 -0.81759 -0.03206
H9 3.23137 1.33089 -0.20366
H10 2.20511 1.37085 1.23728
H11 1.71683 2.24658 -0.21833
H12 -1.44871 2.19318 -0.58846

Mulliken atomic charge list, values in e, 5 entries: -1.192 -0.706 0.896 -0.711 -1.196

***

Entry 8:
C34H29N2O4 | ωB97M-V/def2-TZVPD

M ... 529.616 g/mol
HOMO ... -11.44 eV
Gap between HOMO and LUMO ... 6.779 eV
E_tot ... -1723.1677 hartree
Net charge ... +1

Positions of all 69 atoms, in Å:
N1 2.74781 -0.77451 -0.71661
C1 3.16898 -2.08024 -1.36889
C2 2.18714 -3.32530 -0.95225
C3 0.59463 -3.09097 -1.26344
C4 0.12179 -2.26067 -2.59554
N2 -0.88295 -1.36025 -2.21931
C5 -1.15212 -1.43879 -0.70199
C6 -0.21986 -2.58523 0.06649
H1 3.00063 0.02934 -1.33244
H2 3.13563 -0.67400 0.24711
H3 4.28134 -2.39769 -1.07386
H4 3.12711 -1.99401 -2.55628
H5 2.59662 -4.31078 -1.46866
H6 2.26909 -3.52342 0.22216
H7 0.22411 -4.17811 -1.50289
H8 0.48563 -2.38690 -3.71752
H9 -1.42830 -0.69447 -2.82607
H10 -0.62599 -0.42945 -0.34498
H11 -2.27383 -1.35481 -0.36022
H12 -0.82567 -3.50057 0.51574
H13 0.59116 -2.13927 0.80804
C7 -4.79530 -1.78320 1.33218
C8 -6.05667 -2.20728 1.74945
C9 -6.21769 -2.78423 3.01019
C10 -5.11122 -2.94893 3.85225
C11 -3.84611 -2.54738 3.42521
C12 -3.68948 -1.95238 2.16658
C13 -2.66413 -2.76148 4.28496
O1 -1.55298 -2.40579 3.91204
C14 -2.83925 -3.41788 5.59589
C15 -1.71944 -3.67939 6.39620
C16 -1.87760 -4.28777 7.64326
C17 -3.15163 -4.62730 8.09763
C18 -4.26836 -4.37306 7.30007
C19 -4.11042 -3.77592 6.04237
C20 -5.29402 -3.54380 5.19115
O2 -6.41361 -3.84613 5.58778
H14 -4.67129 -1.32515 0.35333
H15 -6.91636 -2.08698 1.09398
H16 -7.20629 -3.10820 3.33130
H17 -2.70704 -1.62396 1.83193
H18 -0.72155 -3.41455 6.05024
H19 -1.00623 -4.49467 8.26081
H20 -3.27584 -5.09463 9.07211
H21 -5.25940 -4.64536 7.65935
C21 4.19280 8.58786 -3.10773
C22 4.52860 8.45361 -4.45466
C23 4.25362 7.26198 -5.12747
C24 3.65159 6.19607 -4.44786
C25 3.33833 6.32171 -3.09501
C26 3.59897 7.52470 -2.42600
C27 2.74860 5.18687 -2.35579
O3 2.46985 5.29760 -1.16825
C28 2.50799 3.91482 -3.06578
C29 2.00324 2.81269 -2.36337
C30 1.76021 1.60988 -3.03008
C31 2.01088 1.50717 -4.39810
C32 2.51899 2.60177 -5.09918
C33 2.77715 3.80502 -4.42919
C34 3.34814 4.94577 -5.17216
O4 3.57309 4.85489 -6.37355
H22 4.39869 9.51974 -2.58568
H23 5.00302 9.27782 -4.98267
H24 4.51383 7.16621 -6.18033
H25 3.34467 7.63483 -1.37327
H26 1.80182 2.88550 -1.29578
H27 1.37320 0.75376 -2.48167
H28 1.81485 0.57257 -4.91917
H29 2.71683 2.51263 -6.16609

Mulliken atomic charge list, values in e, 5 entries: -0.404 -0.483 -0.882 0.354 -0.352